Record 1
23
Properties=species:S:1:pos:R:3 method="wB97M-V/def2-TZVPD" smiles=CCCNCCO.O gap_ev=9.428 homo_ev=-8.74 de_lowest_kj_mol=165.9 charge=0
C 1.10 2.07 -2.37
C 0.58 1.89 -0.95
C 1.20 0.66 -0.28
N 0.83 0.55 1.14
C -0.31 -0.36 1.34
C 0.09 -1.64 2.00
O -1.12 -2.42 2.06
H 0.61 1.31 -3.00
H 0.91 3.10 -2.68
H 2.15 1.81 -2.55
H -0.48 1.65 -1.11
H 0.78 2.70 -0.25
H 0.86 -0.24 -0.79
H 2.29 0.71 -0.37
H 0.55 1.41 1.59
H -1.07 0.06 2.03
H -0.89 -0.53 0.44
H 0.77 -2.21 1.33
H 0.58 -1.52 2.97
H -0.92 -3.28 2.41
O -2.68 -2.07 -0.63
H -2.57 -1.20 -0.97
H -3.25 -2.45 -1.34

=====

Record 2
23
Properties=species:S:1:pos:R:3 method="wB97M-V/def2-TZVPD" smiles="C=C(CC)NC.O.O" gap_ev=8.431 homo_ev=-7.92 de_lowest_kj_mol=182.9 charge=0
C 1.62 1.31 0.64
C 1.07 0.12 0.29
C -0.10 -0.47 1.05
C -0.82 0.53 1.95
N 1.57 -0.63 -0.76
C 0.65 -1.48 -1.57
H 2.22 1.87 -0.06
H 1.37 1.66 1.62
H -0.94 -0.82 0.43
H 0.33 -1.35 1.53
H -0.27 0.77 2.87
H -1.00 1.52 1.54
H -1.74 0.05 2.32
H 2.21 -0.13 -1.36
H -0.14 -1.01 -2.16
H 0.28 -2.23 -0.89
H 1.34 -1.95 -2.28
O -0.20 2.96 -0.86
H -0.42 2.15 -0.40
H 0.68 3.18 -0.56
O -2.30 -1.87 -1.25
H -3.20 -1.69 -1.57
H -2.22 -2.50 -0.53